Record 1
7
Properties=species:S:1:pos:R:3:nbo_charge:R:1 method="wB97M-V/def2-TZVPD" e_homo_ev="-8.839 / -8.831" e_above_lowest_ev=3.708 energy_ev=-20986.776 lumo_ev="-1.8301 / -1.3281" charge=0 orbital_gap_ev="7.01 / 7.50" multiplicity=1
C -0.65 0.39 0.56 -0.059
N -0.80 -0.50 -1.70 0.282
N 0.70 0.25 0.58 0.366
O 0.23 -0.96 -1.85 -0.089
O 1.39 1.23 0.80 -0.382
O 1.09 -0.86 0.20 -0.379
S -1.96 0.45 1.41 0.261



Record 2
9
Properties=species:S:1:pos:R:3:nbo_charge:R:1 method="wB97M-V/def2-TZVPD" e_homo_ev=-16.902 e_above_lowest_ev=0.984 energy_ev=-6703.687 lumo_ev=-5.0278 charge=+1 orbital_gap_ev=11.87 multiplicity=1
C 0.94 1.80 -0.22 0.458
C -0.59 -1.42 1.79 0.472
C -0.29 -0.34 -0.94 -0.518
N 0.41 0.80 -0.49 -0.145
O -0.61 -1.33 2.91 -0.419
H 1.30 2.69 0.15 0.289
H 0.46 -1.06 -1.30 0.279
H -1.01 -0.23 -1.79 0.295
H -0.61 -0.91 -0.10 0.289



Record 3
16
Properties=species:S:1:pos:R:3:nbo_charge:R:1 method="wB97M-V/def2-TZVPD" e_homo_ev="-7.348 / -7.596" e_above_lowest_ev=3.584 energy_ev=-6380.276 lumo_ev="0.5088 / 0.6221" charge=0 orbital_gap_ev="7.86 / 8.22" multiplicity=1
C 0.96 -0.57 -0.75 -0.471
C 0.45 -0.37 0.86 -0.268
C 1.10 0.83 1.23 -0.326
C 0.08 0.35 -1.35 -0.117
C -1.30 0.27 -0.80 -0.481
C -1.08 -0.43 0.56 -0.394
H 0.74 -1.65 -0.83 0.223
H 2.03 -0.40 -0.91 0.224
H 0.68 -1.19 1.55 0.209
H 1.35 1.58 0.50 0.176
H 1.39 1.02 2.27 0.178
H 0.38 1.09 -2.09 0.197
H -1.97 -0.34 -1.41 0.218
H -1.78 1.26 -0.72 0.217
H -1.39 -1.48 0.51 0.201
H -1.64 0.03 1.38 0.214



Record 4
33
Properties=species:S:1:pos:R:3:nbo_charge:R:1 method="wB97M-V/def2-TZVPD" e_homo_ev=-4.800 energy_ev=-54298.850 lumo_ev=2.3834 charge=-1 orbital_gap_ev=7.18 multiplicity=1
O 2.86 0.63 4.28 -0.617
C 2.23 0.77 3.24 0.637
C 2.48 1.83 2.26 -0.389
C 1.71 1.82 1.13 0.113
N 0.73 0.85 0.98 -0.461
C -0.09 0.46 -0.23 -0.057
C -0.35 -1.09 -0.61 -0.443
S 1.16 -1.98 -0.66 2.062
O 0.86 -3.30 -1.23 -0.911
O 1.68 -1.80 0.68 -0.933
C 2.36 -1.01 -1.79 0.746
F 3.41 -1.76 -2.13 -0.311
F 1.82 -0.52 -2.93 -0.312
F 2.83 0.04 -1.05 -0.328
C -1.44 -1.70 -1.29 -0.086
C -2.62 -0.89 -1.50 -0.178
N -3.76 -1.38 -2.37 0.517
O -4.88 -0.83 -2.37 -0.405
O -3.47 -2.40 -3.07 -0.454
C -2.63 0.36 -0.79 0.186
N -3.59 1.31 -0.99 -0.112
O -3.01 2.44 -0.39 -0.184
N -1.72 2.26 0.02 0.386
O -1.27 3.12 0.80 -0.469
C -1.48 0.91 -0.13 0.016
C 0.39 -0.09 1.89 0.815
O -0.65 -0.79 1.77 -0.634
N 1.24 -0.15 2.92 -0.610
H 3.22 2.65 2.41 0.244
H 1.83 2.60 0.33 0.233
H 0.55 1.19 -0.99 0.210
H -1.33 -2.71 -1.81 0.294
H 0.94 -0.87 3.61 0.436



Record 5
41
Properties=species:S:1:pos:R:3:nbo_charge:R:1 method="wB97M-V/def2-TZVPD" e_homo_ev=-8.397 e_above_lowest_ev=0.116 energy_ev=-108915.234 lumo_ev=0.3973 charge=0 orbital_gap_ev=8.79 multiplicity=1
C 1.95 2.01 -1.03 -0.606
C 1.51 2.14 0.43 -0.498
C 0.33 1.24 0.71 0.754
O 0.39 0.33 1.52 -0.651
N -0.81 1.48 0.00 -0.465
C -1.29 2.78 -0.46 -0.201
C -2.80 2.77 -0.15 -0.420
C -3.10 1.30 -0.06 -0.041
C -4.30 0.63 -0.05 -0.206
C -4.28 -0.76 -0.01 -0.094
Br -5.92 -1.70 0.02 0.067
C -3.09 -1.46 -0.05 -0.185
C -1.88 -0.78 -0.05 -0.360
S -0.40 -1.74 -0.44 2.313
O -0.83 -2.85 -1.23 -0.940
O 0.55 -0.84 -1.03 -0.954
N 0.07 -2.34 1.05 -0.840
C 1.23 -3.22 0.94 -0.289
C 2.44 -2.49 0.48 0.261
C 3.14 -1.46 1.06 -0.312
C 4.11 -1.07 0.11 -0.319
C 3.93 -1.88 -0.97 0.090
O 2.92 -2.74 -0.75 -0.390
C -1.89 0.60 -0.01 0.262
H 1.99 0.96 -1.30 0.249
H 1.26 2.51 -1.70 0.199
H 2.94 2.45 -1.15 0.213
H 1.26 3.18 0.67 0.216
H 2.31 1.82 1.09 0.235
H -0.77 3.59 0.05 0.213
H -1.13 2.87 -1.53 0.200
H -3.38 3.27 -0.93 0.230
H -3.02 3.26 0.80 0.222
H -5.24 1.16 -0.08 0.233
H -3.07 -2.54 -0.11 0.259
H 0.26 -1.54 1.65 0.430
H 1.38 -3.68 1.92 0.227
H 0.97 -3.99 0.21 0.243
H 2.98 -1.04 2.03 0.230
H 4.84 -0.29 0.22 0.225
H 4.44 -1.94 -1.91 0.203



Record 6
107
Properties=species:S:1:pos:R:3:lowdin_charge:R:1 method="wB97M-V/def2-TZVPD" e_homo_ev=-10.349 e_above_lowest_ev=13.295 energy_ev=-82347.743 lumo_ev=-4.8010 charge=+1 orbital_gap_ev=5.55 multiplicity=1
O -3.54 4.21 4.48 0.100
C -2.59 4.11 3.67 -0.368
O -2.01 5.25 3.09 0.083
C -2.08 2.61 3.33 -0.004
C -2.84 1.71 2.29 0.072
C -2.32 0.29 2.03 0.047
N -1.15 -0.30 2.68 -0.024
C -0.83 -1.71 2.31 -0.140
C 0.50 -1.90 1.44 -0.226
C 0.43 -1.29 -0.04 -0.456
S -0.73 -2.17 -1.19 0.803
C -0.05 -3.87 -1.61 -0.977
S -0.24 -4.35 -3.19 0.724
N 0.56 -4.64 -0.51 -0.174
C -0.29 -5.75 -0.04 -0.167
C 0.05 -7.26 -0.08 0.014
C -1.03 -8.27 0.45 -0.053
C -2.40 -7.86 1.04 -0.075
C -2.73 -6.34 1.12 -0.070
C -1.69 -5.34 0.58 -0.022
C 1.96 -5.03 -0.76 -0.205
C 2.50 -5.89 -1.92 -0.025
C 4.02 -6.26 -2.05 -0.025
C 5.05 -5.74 -0.98 -0.053
C 4.54 -4.85 0.19 -0.067
C 3.02 -4.53 0.29 0.001
C -0.42 0.50 3.64 -0.052
C 0.87 -0.07 4.39 -0.128
C 0.57 -1.37 5.31 -0.147
C 1.50 -2.64 4.88 -0.229
O 2.57 -2.82 5.87 -0.101
C -0.84 1.98 4.00 0.098
H -1.17 5.05 2.61 0.126
H -3.78 2.12 1.77 0.135
H -2.93 -0.35 1.28 0.149
H -1.73 -2.13 1.71 0.116
H -0.76 -2.41 3.24 0.135
H 0.75 -3.03 1.47 0.099
H 1.40 -1.39 1.97 0.096
H 1.49 -1.37 -0.51 0.101
H 0.08 -0.20 0.03 0.089
H 1.05 -7.62 -0.48 0.090
H -0.82 -9.41 0.41 0.096
H -3.19 -8.59 1.42 0.090
H -3.71 -5.99 1.57 0.089
H -1.94 -4.21 0.64 0.058
H 1.78 -6.28 -2.73 0.072
H 4.34 -6.92 -2.93 0.083
H 6.16 -5.97 -1.01 0.089
H 5.24 -4.41 0.99 0.096
H 2.68 -3.90 1.18 0.070
H 1.76 -0.26 3.69 0.124
H 1.25 0.75 5.13 0.126
H -0.55 -1.59 5.24 0.106
H 0.81 -1.11 6.41 0.127
H 0.85 -3.58 4.96 0.129
H 1.92 -2.48 3.82 0.109
H 2.18 -3.09 6.73 0.100
H -0.25 2.60 4.78 0.138
C 3.59 -7.25 -8.89 -0.109
O 3.30 -8.50 -8.29 -0.191
C 4.04 -8.71 -7.09 -0.197
C 3.20 -8.42 -5.85 -0.199
O 2.85 -7.04 -5.77 -0.211
C 1.53 -6.79 -6.22 -0.111
H 2.80 -7.03 -9.62 0.091
H 3.62 -6.44 -8.16 0.082
H 4.55 -7.31 -9.42 0.089
H 4.96 -8.12 -7.09 0.126
H 4.33 -9.77 -7.07 0.125
H 3.79 -8.66 -4.96 0.114
H 2.30 -9.05 -5.83 0.128
H 0.81 -7.09 -5.45 0.081
H 1.31 -7.31 -7.16 0.087
H 1.43 -5.72 -6.39 0.089
C 2.21 8.21 -0.55 -0.111
O 1.33 8.31 -1.66 -0.189
C 1.01 7.04 -2.22 -0.197
C -0.35 6.54 -1.75 -0.196
O -0.36 6.28 -0.34 -0.210
C -0.94 7.34 0.40 -0.107
H 2.18 9.16 -0.01 0.092
H 1.91 7.41 0.14 0.078
H 3.23 8.04 -0.90 0.089
H 1.80 6.31 -1.99 0.124
H 0.98 7.17 -3.31 0.126
H -0.57 5.59 -2.25 0.121
H -1.14 7.25 -2.01 0.129
H -2.03 7.29 0.31 0.081
H -0.59 8.32 0.07 0.094
H -0.67 7.21 1.45 0.079
C -3.58 8.55 2.81 -0.104
O -3.58 8.89 1.43 -0.219
C -4.89 9.12 0.92 -0.192
C -5.20 10.61 0.83 -0.196
O -5.25 11.21 2.13 -0.192
C -4.05 11.90 2.45 -0.109
H -2.57 8.66 3.19 0.090
H -4.24 9.20 3.39 0.087
H -3.89 7.51 2.93 0.080
H -5.64 8.60 1.53 0.127
H -4.93 8.70 -0.09 0.123
H -6.19 10.74 0.39 0.125
H -4.47 11.13 0.19 0.127
H -4.02 12.86 1.92 0.090
H -3.16 11.32 2.20 0.081
H -4.04 12.09 3.52 0.091



Record 7
78
Properties=species:S:1:pos:R:3:nbo_charge:R:1 method="wB97M-V/def2-TZVPD" e_homo_ev=-9.122 e_above_lowest_ev=0.560 energy_ev=-46460.521 lumo_ev=0.6161 charge=0 orbital_gap_ev=9.74 multiplicity=1
C -4.15 -3.94 -2.13 -0.598
C -3.57 -2.99 -1.08 -0.217
C -4.14 -3.31 0.30 -0.611
C -2.04 -3.09 -1.10 -0.394
C -1.35 -2.13 -0.15 -0.138
N -1.78 -0.76 -0.39 -0.618
C -1.76 0.16 0.59 0.727
O -1.73 -0.16 1.77 -0.663
C -1.84 1.63 0.16 -0.178
C -3.32 1.97 0.05 0.079
C -4.15 1.67 1.13 -0.233
C -5.50 1.95 1.09 -0.202
C -6.05 2.55 -0.03 -0.219
C -5.24 2.85 -1.11 -0.192
C -3.88 2.56 -1.07 -0.256
C -1.17 2.48 1.26 -0.398
C 0.28 2.08 1.44 -0.217
N 1.03 2.11 0.19 -0.464
C 2.38 2.22 0.29 0.909
O 2.95 2.53 1.32 -0.672
O 2.98 1.96 -0.88 -0.544
C 4.42 2.10 -1.03 0.278
C 5.15 1.13 -0.11 -0.651
C 4.83 3.55 -0.74 -0.645
C 4.67 1.75 -2.49 -0.615
C 0.42 1.51 -0.98 -0.217
C -1.04 1.93 -1.12 -0.403
C 0.17 -2.08 -0.41 0.700
O 0.60 -1.99 -1.55 -0.651
N 0.97 -1.96 0.66 -0.427
C 0.66 -2.19 2.06 -0.231
C 2.02 -2.14 2.76 -0.402
C 2.86 -1.25 1.85 -0.407
C 2.37 -1.65 0.46 -0.155
C 3.12 -2.87 -0.06 0.804
O 2.81 -4.01 0.14 -0.595
O 4.21 -2.51 -0.74 -0.687
H -3.76 -3.72 -3.12 0.207
H -3.90 -4.97 -1.89 0.201
H -5.23 -3.85 -2.16 0.208
H -3.85 -1.97 -1.35 0.199
H -3.83 -2.56 1.02 0.213
H -5.22 -3.31 0.26 0.211
H -3.80 -4.29 0.63 0.200
H -1.74 -4.11 -0.83 0.213
H -1.67 -2.90 -2.11 0.224
H -1.57 -2.36 0.89 0.239
H -1.73 -0.47 -1.36 0.406
H -3.73 1.19 2.00 0.231
H -6.13 1.70 1.93 0.214
H -7.11 2.77 -0.07 0.214
H -5.66 3.32 -1.99 0.211
H -3.28 2.82 -1.92 0.212
H -1.69 2.34 2.21 0.237
H -1.25 3.54 0.98 0.213
H 0.79 2.76 2.13 0.242
H 0.32 1.07 1.87 0.192
H 4.92 1.35 0.93 0.241
H 6.22 1.23 -0.26 0.213
H 4.86 0.10 -0.33 0.217
H 4.27 4.23 -1.37 0.210
H 4.65 3.79 0.30 0.242
H 5.89 3.67 -0.95 0.213
H 4.32 0.74 -2.69 0.219
H 4.14 2.44 -3.14 0.212
H 5.73 1.80 -2.71 0.213
H 0.98 1.85 -1.85 0.236
H 0.50 0.42 -0.93 0.193
H -1.46 1.43 -2.00 0.208
H -1.08 3.00 -1.30 0.222
H 0.17 -3.15 2.20 0.206
H -0.01 -1.40 2.43 0.232
H 1.94 -1.76 3.78 0.222
H 2.45 -3.15 2.79 0.215
H 3.93 -1.41 1.98 0.227
H 2.65 -0.20 2.03 0.229
H 2.48 -0.85 -0.28 0.248
H 4.68 -3.30 -1.07 0.500



Record 8
73
Properties=species:S:1:pos:R:3:lowdin_charge:R:1 method="wB97M-V/def2-TZVPD" e_homo_ev="-10.912 / -10.962" e_above_lowest_ev=0.000 energy_ev=-92594.827 lumo_ev="-3.7042 / -4.4078" charge=+1 orbital_gap_ev="7.21 / 6.55" multiplicity=1
V 0.83 -0.56 0.70 0.773
C 0.62 2.51 0.49 0.021
C 0.25 1.38 1.42 -0.313
N -0.68 0.48 1.04 -0.141
N -1.82 0.13 1.73 0.017
C -2.00 -1.15 1.67 -1.022
S -0.79 -2.18 0.95 0.785
S -3.41 -1.93 2.30 0.964
C -4.28 -0.58 3.14 -0.396
C -5.27 0.14 2.26 -0.300
C -4.92 1.31 1.60 -0.054
C -5.85 1.97 0.80 -0.079
C -7.13 1.47 0.66 -0.084
C -7.49 0.30 1.32 -0.074
C -6.56 -0.36 2.12 -0.049
C 0.54 1.42 2.88 -0.132
C 0.19 2.40 3.80 -0.001
C 0.43 2.17 5.15 -0.058
C 1.00 0.97 5.57 -0.050
C 1.36 -0.02 4.66 0.018
C 1.13 0.25 3.33 -0.247
O 1.48 -0.64 2.31 -0.190
H -0.13 2.64 -0.28 0.093
H 0.68 3.43 1.08 0.095
H 1.60 2.38 0.02 0.079
H -4.79 -1.08 3.96 0.082
H -3.53 0.09 3.55 0.079
H -3.92 1.70 1.70 0.094
H -5.56 2.88 0.29 0.103
H -7.85 1.98 0.04 0.105
H -8.49 -0.10 1.22 0.107
H -6.85 -1.27 2.64 0.116
H -0.27 3.33 3.47 0.123
H 0.16 2.92 5.88 0.112
H 1.16 0.80 6.62 0.114
H 1.81 -0.95 4.97 0.128
C 4.83 -0.14 -2.09 0.013
C 3.72 -0.33 -1.08 -0.430
C 4.04 0.45 0.19 0.012
O 2.50 0.26 -1.63 0.134
B 1.47 -0.62 -1.58 -0.846
O 1.82 -1.76 -0.81 0.000
C 3.32 -1.82 -0.84 -0.406
C 3.82 -2.42 0.45 0.017
C 3.62 -2.73 -2.02 0.013
H 5.04 0.93 -2.20 0.105
H 4.56 -0.53 -3.07 0.089
H 5.75 -0.62 -1.75 0.109
H 4.14 1.50 -0.06 0.108
H 4.98 0.11 0.63 0.110
H 3.27 0.36 0.96 0.074
H 3.43 -1.92 1.33 0.078
H 4.91 -2.35 0.48 0.112
H 3.56 -3.48 0.50 0.108
H 3.25 -2.32 -2.96 0.092
H 3.14 -3.69 -1.86 0.110
H 4.70 -2.89 -2.12 0.109
C -1.19 1.08 -4.41 -0.170
Si 0.00 -0.28 -4.01 0.529
C -0.61 -1.93 -4.58 -0.165
C 1.69 0.10 -4.70 -0.156
C 0.04 -0.39 -2.06 -0.082
H -1.38 1.12 -5.48 0.043
H -0.80 2.05 -4.11 0.041
H -2.15 0.93 -3.91 0.043
H -0.69 -1.95 -5.67 0.044
H -1.59 -2.16 -4.17 0.043
H 0.08 -2.73 -4.29 0.040
H 1.59 0.47 -5.72 0.047
H 2.31 -0.80 -4.74 0.036
H 2.21 0.85 -4.11 0.038
H -0.64 -1.18 -1.77 0.066
H -0.40 0.57 -1.76 0.078



Record 9
8
Properties=species:S:1:pos:R:3:nbo_charge:R:1 method="wB97M-V/def2-TZVPD" e_homo_ev=-10.884 e_above_lowest_ev=4.993 energy_ev=-10404.190 lumo_ev=-0.8716 charge=0 orbital_gap_ev=10.01 multiplicity=1
O -1.07 -1.90 0.12 -0.475
C -1.16 -0.69 -0.06 0.363
C -0.12 0.38 0.08 -0.196
N 1.14 0.18 0.05 0.495
O 1.98 -0.62 0.01 -0.246
F 1.75 1.58 0.09 -0.348
H -2.18 -0.37 -0.57 0.143
H -0.35 1.43 0.28 0.264



Record 10
68
Properties=species:S:1:pos:R:3:nbo_charge:R:1 method="wB97M-V/def2-TZVPD" e_homo_ev=-6.682 e_above_lowest_ev=0.257 energy_ev=-100097.277 lumo_ev=-1.3104 charge=0 orbital_gap_ev=5.37 multiplicity=1
Mg -0.87 -0.73 -0.20 1.661
C -0.01 -1.14 -3.23 -0.231
C 1.37 -1.48 -2.65 -0.237
N 1.47 -1.13 -1.23 -0.681
C 2.35 -2.01 -0.46 -0.228
C 1.80 -3.44 -0.38 -0.551
S 0.01 -3.52 -0.07 0.202
C -0.67 -3.85 -1.73 -0.530
C -1.63 -2.79 -2.28 -0.248
N -1.09 -1.42 -2.28 -0.745
H -0.15 -1.69 -4.17 0.193
H -0.04 -0.08 -3.48 0.202
H 2.14 -0.97 -3.25 0.197
H 1.57 -2.54 -2.75 0.193
H 1.78 -0.17 -1.13 0.379
H 2.42 -1.59 0.54 0.206
H 3.36 -2.05 -0.88 0.183
H 2.27 -3.95 0.46 0.241
H 2.02 -4.02 -1.27 0.215
H -1.23 -4.79 -1.66 0.244
H 0.17 -4.03 -2.41 0.208
H -2.52 -2.77 -1.66 0.252
H -1.92 -3.10 -3.29 0.187
H -1.89 -0.81 -2.47 0.421
S 2.25 -0.78 6.26 0.445
C 1.81 -2.19 7.13 -0.398
C 0.98 -2.99 6.41 -0.248
C 0.69 -2.45 5.13 -0.209
C 1.30 -1.25 4.90 -0.241
C 1.22 -0.41 3.70 -0.083
C 0.41 -0.82 2.62 0.110
N 0.28 -0.13 1.50 -0.556
C 0.91 1.06 1.39 0.223
C 1.73 1.56 2.40 -0.097
C 2.36 2.84 2.21 -0.163
C 2.14 3.57 1.10 -0.182
C 1.28 3.08 0.06 -0.073
C 0.99 3.81 -1.11 -0.135
C 0.12 3.31 -2.04 -0.005
C -0.46 2.05 -1.78 0.070
N -0.17 1.32 -0.72 -0.507
C 0.67 1.83 0.20 0.125
C -0.22 4.04 -3.27 -0.256
C 0.11 5.33 -3.61 -0.230
C -0.36 5.71 -4.89 -0.247
C -1.03 4.70 -5.52 -0.401
S -1.11 3.30 -4.55 0.459
C 1.88 0.79 3.56 -0.119
H 2.19 -2.34 8.13 0.245
H 0.59 -3.92 6.78 0.235
H 0.04 -2.94 4.42 0.234
H -0.17 -1.73 2.67 0.235
H 2.99 3.22 3.00 0.223
H 2.60 4.54 0.98 0.223
H 1.47 4.77 -1.26 0.219
H -1.21 1.64 -2.44 0.213
H 0.65 6.00 -2.95 0.221
H -0.22 6.69 -5.33 0.232
H -1.50 4.71 -6.49 0.247
H 2.52 1.16 4.36 0.223
S -2.60 -1.90 1.19 -0.516
C -3.71 -0.65 0.71 -0.186
S -3.16 0.51 -0.45 -0.496
C -5.00 -0.61 1.20 -0.458
C -5.47 -1.57 2.16 0.313
N -5.86 -2.34 2.93 -0.368
C -5.93 0.39 0.78 0.313
N -6.70 1.18 0.46 -0.366



Record 11
13
Properties=species:S:1:pos:R:3:nbo_charge:R:1 method="wB97M-V/def2-TZVPD" e_homo_ev=-8.653 e_above_lowest_ev=4.447 energy_ev=-22560.710 lumo_ev=-0.3699 charge=0 orbital_gap_ev=8.28 multiplicity=1
C -1.82 -0.06 0.81 0.230
N -0.71 -0.59 0.89 -0.092
N -1.86 1.32 0.58 -0.818
N 2.03 -0.61 1.01 -1.041
O -0.23 -1.71 0.74 -0.517
O 1.00 1.64 1.17 -0.926
O 1.14 0.47 -1.10 -0.865
S 0.90 0.45 0.32 2.161
H -3.07 -0.46 0.85 0.217
H -2.76 1.66 1.02 0.396
H -0.95 1.67 0.75 0.400
H 2.46 -1.21 0.33 0.417
H 1.88 -0.93 2.04 0.437